Entry 1:
Here is a cluster of 10 separate species, C25H42BN9O4S in total from the OMol25 dataset. Energies are from the ωB97M-V functional and the def2-TZVPD basis.

Calculated values
Kohn-Sham gap: 10.1 eV
multiplicity: 1

CARTESIAN COORDINATES (ANGSTROEM)
S -0.480624 1.016933 -0.441405
O 0.278009 4.182139 -1.489736
O -2.099312 3.916920 -1.576564
O -1.970279 -1.107000 0.176577
O -3.041351 0.849193 -0.081419
N -1.312628 2.661940 -4.934615
N -0.537664 1.481207 4.012560
N -5.856524 0.121292 4.449403
N -4.637162 -5.630834 -0.928693
N 2.225616 1.442362 -3.502999
N 0.275222 -2.631326 -3.723518
N 4.292224 1.158809 2.959444
N -0.934120 -9.717602 1.244898
N 1.678884 3.256116 2.601207
C 0.934358 0.230492 0.360620
C -1.594845 -7.669687 -0.215242
C 2.095327 0.544697 -4.206128
C -1.730006 -3.624979 -2.402782
C 3.721360 1.784703 -0.016277
C 4.443193 -0.296158 -1.132382
C 1.631130 4.341570 2.969443
C -4.567197 -4.630825 -0.369420
C -0.609359 -3.069908 -3.139389
C 0.967638 -0.604422 4.395285
C 3.449924 0.275771 -0.103357
C -1.790212 1.625274 -4.816428
C 1.570707 5.717618 3.433744
C 4.552381 2.116640 3.533830
C 2.051058 0.004299 -0.665308
C 0.122916 0.560274 4.187582
C -2.387254 0.310158 -4.637509
C -5.424410 0.947659 2.020722
C -2.065469 0.093092 -0.037390
C -0.746164 2.648752 0.265028
C -4.387610 -3.341641 0.271851
C 1.930440 -0.588612 -5.098136
C -1.225489 -8.814612 0.600890
C 4.902908 3.323811 4.260517
C -5.665476 0.488856 3.379439
B -0.890114 3.631815 -0.993296
H 4.514447 1.940130 0.699635
H 1.944744 -0.311350 4.775750
H -1.638720 -3.406062 -1.339042
H 0.595878 6.153799 3.223445
H 4.419694 -1.381881 -1.119622
H 1.541399 -1.456112 -4.565809
H 0.553531 -0.744136 0.657772
H -3.392216 0.268198 -5.053723
H 5.434421 0.087693 -0.903540
H 1.738341 5.772590 4.508150
H 0.096341 2.927137 0.885216
H -3.334370 -3.151154 0.472084
H 0.515092 -1.289249 5.110422
H 4.308800 3.415396 5.168494
H -1.793617 -4.705423 -2.521555
H -5.924548 0.306781 1.296982
H 2.882425 -0.867126 -5.547430
H -2.668348 -7.643781 -0.399194
H -1.658879 2.601230 0.846866
H 1.236285 -0.348451 -5.902199
H 1.255966 0.759420 1.252710
H 2.831395 2.352163 0.238341
H -1.796480 -0.464052 -5.125617
H 4.725439 4.207343 3.648836
H 2.325718 6.327437 2.940125
H 5.953843 3.315463 4.544125
H -2.669976 -3.197967 -2.748445
H -2.356215 3.240928 -2.212382
H -4.746346 -2.534513 -0.364592
H 3.627570 -0.199955 0.856325
H 4.177354 0.092651 -2.109967
H -5.794061 1.961863 1.878340
H 1.905258 0.653763 -1.529611
H -1.319820 -6.736575 0.274113
H 2.040454 -1.031889 -1.000089
H -4.921760 -3.282768 1.219154
H -1.092968 -7.701616 -1.181201
H 0.476411 3.742642 -2.328888
H -2.454614 0.052594 -3.580390
H 4.072413 2.107425 -0.993411
H 1.120276 -1.143922 3.461950
H -4.363509 0.945296 1.780984

Forces on the atoms, in the same order (eV/Å):
S 0.7 0.4 -0.3
O -0.1 -0.8 0.2
O 0.2 -0.4 -0.1
O 1.0 0.1 -0.3
O 1.2 0.0 -0.3
N 0.0 0.0 0.1
N -0.1 0.0 0.0
N 0.0 0.0 0.0
N 0.0 -0.1 0.0
N -0.1 0.2 -0.1
N -0.4 -0.4 0.3
N 0.0 -0.1 0.3
N 0.0 0.0 0.0
N 0.1 0.0 0.0
C 0.0 -0.7 -0.2
C -0.2 0.3 -0.2
C 0.0 0.0 -0.2
C -0.3 -0.2 0.3
C -0.1 -0.6 -0.2
C -0.2 0.3 0.7
C 0.0 0.0 0.0
C 0.2 0.0 -0.2
C 0.0 0.0 0.0
C 0.2 -0.3 0.1
C 0.2 0.4 -1.2
C 0.0 -0.1 0.1
C 0.0 0.3 0.1
C 0.0 -0.1 0.0
C 0.3 0.2 0.6
C 0.0 0.0 -0.1
C -0.2 -0.4 0.0
C 0.1 0.1 -0.3
C -2.6 -0.5 0.9
C -0.5 0.6 -0.2
C 0.0 0.4 0.3
C 0.2 -0.2 -0.3
C 0.0 0.0 0.0
C 0.0 0.3 0.2
C 0.0 0.0 0.0
B 0.4 0.3 0.0
H 0.1 0.4 0.2
H 0.0 0.1 0.0
H 0.1 0.2 0.0
H 0.0 -0.1 0.0
H 0.2 -0.2 -0.2
H 0.1 0.3 0.0
H -0.3 0.0 0.2
H 0.0 0.2 0.0
H 0.3 -0.3 0.0
H 0.0 -0.1 0.0
H 0.2 -0.2 0.1
H 0.0 0.0 0.0
H -0.1 0.1 0.0
H -0.1 -0.1 0.0
H 0.1 0.0 -0.1
H 0.0 -0.1 0.1
H 0.1 0.2 0.0
H 0.0 -0.1 0.1
H -0.1 -0.2 0.2
H 0.0 0.1 0.0
H -0.1 0.4 0.0
H 0.0 0.2 0.3
H 0.1 0.1 0.0
H 0.0 -0.1 -0.1
H 0.0 -0.1 -0.1
H 0.0 -0.1 0.0
H 0.0 0.1 -0.1
H -0.4 0.1 0.0
H 0.0 -0.1 -0.1
H -0.2 -0.1 0.2
H 0.0 -0.1 -0.3
H 0.0 0.0 0.1
H 0.1 -0.2 0.1
H 0.0 -0.1 0.1
H -0.3 -0.1 -0.2
H 0.0 -0.1 0.0
H 0.1 -0.1 0.0
H 0.2 0.6 -0.3
H 0.1 0.1 0.0
H -0.1 0.3 -0.1
H 0.0 0.1 -0.1
H 0.0 -0.1 0.1

Atomic partial charges in e from the Mulliken method, atoms 1 to 8: 0.50, -0.60, -0.59, -0.73, -0.75, -0.44, -0.45, -0.40

***

Entry 2:
Here is a structure of composition C25H42BrNOP2Ti from the OMol25 dataset. Energies are from the ωB97M-V functional and the def2-TZVPD basis.

Calculated values
Kohn-Sham gap (spin up / spin down): 7.0 / 7.1 eV
charge: +2
multiplicity: 3
⟨S²⟩: 2.01

CARTESIAN COORDINATES (ANGSTROEM)
Br -5.490212 0.056123 -0.843188
Ti -0.434774 0.391830 0.690858
P -1.106103 1.106450 -1.629841
P 1.730025 -0.649782 -0.441148
O 0.862018 2.007065 1.350475
N 3.659722 -1.314050 5.285337
C 0.106165 -0.386507 3.259900
C -0.493666 -1.325644 2.407726
C -3.467101 2.824889 -1.430169
C 1.265039 -1.838479 -1.755409
C -3.539402 0.582716 1.219827
C 2.973732 1.006103 -2.446422
C 3.200084 0.157699 -1.211073
C -0.985262 2.960506 -3.824050
C -2.252991 -0.131877 -2.292728
C -2.056889 2.552309 -0.910147
C -1.834241 -1.060235 1.888424
C 1.747280 -2.002558 4.063635
C -3.591332 -1.721254 0.341314
C -2.976940 0.187490 -3.593398
C 2.916140 -2.288111 4.770409
C -0.231979 1.857590 -3.071256
C -4.029838 -0.374090 0.361394
C 3.898883 -1.180765 1.381800
C 0.344528 -2.969454 -1.322898
C 3.341523 -0.026825 5.129651
C -2.359912 0.286495 1.964411
C 2.689908 -1.761941 0.655763
C 2.192239 0.364218 4.423865
C 1.377423 -0.657829 3.897486
C -2.490224 -2.067858 1.113171
H -1.736475 -1.100054 -2.302669
H 3.991398 0.724236 5.581775
H -3.531107 3.052842 -2.499818
H 0.969152 2.380396 2.258775
H -3.719771 -0.597324 -3.803565
H 1.917571 1.423772 4.337077
H -4.050585 1.530054 1.357832
H 0.036487 1.055467 -3.780877
H 3.896017 -0.661587 -1.448501
H -1.242687 3.813378 -3.178816
H -2.083783 -3.090835 1.192586
H -0.447011 0.473590 3.665307
H 3.176979 -3.338754 4.886761
H 3.643284 -0.357893 2.057976
H 3.018059 -2.581812 0.003843
H -2.145019 2.391329 0.183111
H 1.987197 -2.204536 1.375027
H 4.341014 -1.967546 2.002086
H 2.253882 0.556038 -3.135978
H 0.214145 -3.664889 -2.162259
H 3.921332 1.126609 -2.987260
H 0.762759 -3.540750 -0.489030
H 1.103147 -2.799439 3.680966
H 3.686714 0.756018 -0.428447
H 1.611763 2.404489 0.843693
H 4.680442 -0.840394 0.693261
H -2.090647 0.907844 2.842883
H -1.918106 2.577234 -4.255212
H 0.713237 2.245573 -2.664389
H 2.625023 2.011075 -2.194501
H -3.519048 1.138215 -3.501007
H -0.377386 3.342314 -4.657571
H 0.818065 -1.254188 -2.568746
H -3.014211 -0.251415 -1.524425
H -4.162120 1.991405 -1.238176
H -1.470883 3.476344 -1.072723
H -0.075155 -2.338496 2.265112
H -3.897116 3.693179 -0.908760
H -2.275982 0.245514 -4.431388
H -4.137661 -2.453284 -0.259114
H 2.219472 -2.235360 -2.131092
H -0.656228 -2.622583 -1.037465

Forces on the atoms, in the same order (eV/Å):
Br 0.2 -0.6 0.9
Ti 1.5 -0.3 -0.3
P -0.4 1.1 -0.4
P 0.8 -0.6 0.1
O 0.9 1.2 0.6
N 0.7 -0.1 0.3
C -0.8 -1.3 -1.1
C -0.1 1.2 1.8
C -0.9 0.0 0.1
C 0.1 0.3 -0.2
C 0.6 -0.4 0.5
C 0.2 0.2 -0.4
C 0.0 0.4 0.1
C -0.3 0.1 -0.1
C -0.5 -0.2 0.2
C -0.1 0.2 -0.2
C -0.3 0.3 -0.5
C 0.3 0.4 0.2
C 0.3 0.3 0.5
C -0.1 0.0 -0.2
C -0.9 0.6 -0.6
C 0.4 0.0 0.0
C -1.3 -0.4 -0.4
C 0.2 0.0 0.3
C -0.1 -0.3 -0.2
C -0.8 -0.3 -0.5
C -1.3 -1.1 0.6
C -0.2 -0.5 0.2
C 0.0 -0.6 0.2
C 0.7 -0.2 0.4
C 0.2 0.6 0.2
H 0.1 0.2 -0.3
H -0.1 -0.3 -0.1
H 0.3 -0.1 0.2
H -0.2 -0.5 -0.9
H 0.3 0.2 0.0
H 0.1 -0.5 0.1
H 0.1 -0.1 -0.2
H -0.1 0.1 0.4
H -0.3 0.1 0.1
H 0.2 -0.3 -0.2
H -0.4 0.6 -0.3
H 0.3 -0.3 -0.5
H 0.4 0.3 0.3
H 0.0 0.0 -0.1
H 0.0 0.1 0.1
H 0.3 0.2 -0.4
H 0.3 0.0 -0.1
H 0.0 0.1 -0.1
H 0.2 0.0 0.0
H 0.0 0.1 0.3
H -0.3 0.0 0.1
H 0.0 0.1 -0.1
H 0.4 0.2 0.4
H -0.1 -0.2 -0.2
H -0.9 -0.5 0.3
H -0.2 -0.1 0.2
H -0.2 -0.2 -0.9
H 0.3 0.2 0.1
H -0.4 0.0 -0.3
H 0.0 -0.1 0.0
H 0.2 -0.4 -0.2
H -0.1 -0.2 0.3
H 0.0 -0.2 0.0
H 0.2 0.1 -0.1
H 0.6 0.5 -0.2
H 0.1 -0.6 0.2
H -0.1 0.9 -0.2
H 0.2 -0.2 -0.1
H -0.2 0.0 0.0
H 0.3 0.3 0.2
H -0.3 0.0 0.0
H 0.1 0.0 0.0

Atomic partial charges in e from the Mulliken method, atoms 1 to 8: 0.00, -0.40, 0.73, 2.02, -0.39, -0.51, -0.17, -0.14

***

Entry 3:
Here is a structure of composition C25H42Cl2LuO2P2 from the OMol25 dataset. Energies are from the ωB97M-V functional and the def2-TZVPD basis.

Calculated values
Kohn-Sham gap: 7.8 eV
charge: +1
multiplicity: 1

CARTESIAN COORDINATES (ANGSTROEM)
Lu -0.000636 -0.192888 1.985776
Cl -0.379635 3.943057 0.993714
Cl -2.713453 4.199489 2.813743
P 1.737021 0.443538 -0.023031
P -1.316516 -0.095155 -0.342977
O -0.485076 1.609509 2.706899
O -0.514814 2.762834 4.643452
C -0.867529 -2.140259 3.253526
C 0.441528 -2.487852 2.789258
C 1.384684 -1.662128 3.481916
C 2.602046 2.044616 0.038963
C 0.612796 2.255303 -4.513556
C -1.646365 1.073512 -4.288114
C 0.440755 -0.655030 -5.613465
C -0.778812 1.976304 -5.116693
C -2.692578 1.049404 -0.589197
C 2.866834 -1.728406 3.374640
C 1.232682 0.072117 5.414288
C 2.725671 -0.576942 -1.154770
C -0.960436 3.982592 2.682838
C 0.160617 0.851354 -0.990800
C -0.987632 -1.146952 -5.335280
C 1.335893 1.069934 -3.977589
C 0.772955 -3.556262 1.808999
C -0.618251 2.697109 3.434547
C -0.726298 -1.122807 4.249302
C -1.797605 -0.552681 5.097795
C 1.203317 -0.200408 -4.396564
C -1.821096 -0.234623 -4.486202
C -2.148401 -2.776434 2.848682
C -1.516001 -1.484215 -1.478694
C 0.662782 -0.831534 4.390449
H -2.101112 -3.138451 1.814778
H -0.685595 1.630118 -6.155612
H 2.776762 -0.140811 -2.162253
H -1.734273 -0.905894 6.138458
H -0.701662 -2.213866 -1.354245
H 1.001736 -4.515943 2.294876
H 2.286896 -1.584074 -1.221855
H -0.466792 4.813184 3.190364
H 1.804281 -0.996410 -3.940652
H 2.145587 1.326015 -3.294529
H -2.733195 1.354456 -1.641473
H 2.796665 2.413460 -0.977763
H 0.996232 -1.512076 -6.034407
H 3.310923 -0.742387 3.555295
H 0.489290 3.000050 -3.712551
H -2.751329 -0.698794 -4.131781
H -2.563629 1.926304 0.064087
H -1.718339 0.541484 5.118651
H -2.783878 -0.824733 4.713139
H 1.996714 2.779241 0.590369
H 2.295920 0.238850 5.226163
H 0.303963 0.601455 -2.053061
H 3.312130 -2.423548 4.103657
H -1.515101 -1.103677 -2.507146
H -2.977965 -2.063212 2.919350
H 3.173424 -2.060729 2.376392
H -0.925955 -2.136915 -4.855850
H -3.614541 0.524135 -0.299636
H -1.486779 -1.324198 -6.301274
H -1.297988 2.946270 -5.189208
H -0.062612 -3.730856 1.125124
H 3.738590 -0.668712 -0.732472
H -0.034264 1.931283 -0.893874
H 0.719035 1.040939 5.384817
H -2.402231 -3.636575 3.486787
H 1.224987 2.752321 -5.283677
H 3.550387 1.889870 0.575588
H -2.475711 -1.978945 -1.261461
H 0.437846 0.100733 -6.412956
H -2.318255 1.616747 -3.607304
H 1.132764 -0.331112 6.433386
H 1.648621 -3.281094 1.211921

Forces on the atoms, in the same order (eV/Å):
Lu 0.2 -0.5 1.7
Cl -0.3 0.3 0.1
Cl 0.1 0.0 -0.3
P -0.4 0.6 -0.7
P 0.3 0.4 -0.2
O -0.2 1.4 0.3
O -0.1 -0.1 -1.1
C 0.7 0.2 0.3
C -0.1 0.5 0.5
C -0.8 -0.2 0.2
C 0.2 0.0 0.1
C -0.3 0.5 -0.3
C -0.7 0.1 -0.4
C 0.0 -0.4 -0.4
C 0.4 0.5 -0.1
C -0.3 -0.1 -0.1
C 0.5 0.0 -0.1
C 0.2 0.6 0.2
C 0.2 -0.3 0.0
C 0.2 0.0 0.2
C 0.2 -0.3 0.1
C 0.1 0.0 -0.3
C 0.6 -0.8 -0.7
C 0.1 -0.3 -0.3
C 0.2 -0.5 0.9
C 0.9 -0.6 -0.4
C -0.4 0.5 0.2
C 0.6 0.5 -0.1
C -0.8 0.1 -0.4
C -0.5 -0.3 -0.2
C -0.1 -0.2 -0.2
C -0.6 -0.9 -0.5
H -0.1 0.0 0.2
H -0.1 0.0 0.5
H 0.1 -0.1 0.5
H 0.0 0.0 -0.3
H -0.2 0.2 0.0
H -0.1 0.2 -0.1
H 0.2 0.3 0.0
H -0.2 -0.1 -0.2
H -0.1 0.4 0.0
H -0.3 -0.2 0.2
H -0.2 0.0 0.3
H 0.0 -0.1 0.3
H -0.2 0.3 0.1
H 0.0 -0.2 -0.1
H 0.1 -0.2 -0.1
H 0.5 0.1 0.4
H 0.0 -0.3 -0.2
H -0.1 -0.2 0.1
H 0.0 0.1 0.1
H 0.2 -0.3 -0.2
H -0.1 0.1 0.1
H -0.1 0.1 0.3
H -0.2 0.2 -0.2
H 0.0 -0.2 0.3
H 0.1 -0.2 0.0
H 0.1 0.0 0.2
H -0.1 0.2 0.0
H 0.2 0.3 -0.2
H 0.0 0.0 0.2
H 0.2 -0.3 0.0
H 0.1 -0.1 0.0
H -0.3 0.0 -0.2
H 0.0 -0.4 0.0
H 0.2 -0.2 0.2
H 0.1 0.2 -0.2
H 0.0 -0.1 0.2
H -0.2 0.2 -0.2
H 0.3 0.1 -0.1
H 0.1 -0.2 0.5
H 0.1 -0.4 -0.4
H 0.0 0.0 -0.3
H 0.0 -0.1 0.0

Atomic partial charges in e from the Mulliken method, atoms 1 to 8: 1.56, -0.12, -0.13, 0.70, 0.73, -0.84, -0.58, 0.30

***

- What is the formula in the second record?
  C25H42BrNOP2Ti